Record 1
A structure of composition C3H2Br2Cl2. Source: OMol25; level of theory: ωB97M-V/def2-TZVPD.

```
9
C3H2Br2Cl2 (ωB97M-V/def2-TZVPD)
C 1.05 -1.73 -0.45
C 0.42 -0.72 0.13
C -1.34 1.52 0.21
Cl -0.40 -0.83 1.60
Cl 0.46 0.92 -0.48
Br -1.99 2.46 -1.29
Br -0.97 2.65 1.73
H 1.45 -2.60 0.07
H 1.32 -1.67 -1.53
```

Summary:
HOMO energy (spin up / spin down), eV: -6.49 / -9.91
Gap between HOMO and LUMO (spin up / spin down), eV: 6.87 / 8.14
Multiplicity: 3
Lowest unoccupied orbital energy (spin up / spin down), eV: 0.38 / -1.77



Record 2
A structure of composition C3H2Br3F. Source: OMol25; level of theory: ωB97M-V/def2-TZVPD.

```
9
C3H2Br3F (ωB97M-V/def2-TZVPD)
C -1.59 0.38 0.38
C -0.76 -0.53 0.12
C 1.31 0.24 -0.42
F 1.25 0.46 -1.72
Br -0.85 -2.37 -0.28
Br 2.13 1.68 0.65
Br 2.33 -1.35 -0.04
H -2.71 0.13 0.71
H -1.10 1.36 0.61
```

Summary:
HOMO energy, eV: -9.49
Gap between HOMO and LUMO, eV: 8.75
Lowest unoccupied orbital energy, eV: -0.75



Record 3
A structure of composition C3H2BrCl. Source: OMol25; level of theory: ωB97M-V/def2-TZVPD.

```
7
C3H2BrCl (ωB97M-V/def2-TZVPD)
C 1.79 -0.57 0.74
C 0.76 -0.27 0.22
C -0.98 0.37 -0.54
Cl -1.26 1.93 0.15
Br -2.26 -0.97 -0.13
H 2.70 -0.87 1.16
H -0.75 0.39 -1.60
```

Summary:
HOMO energy, eV: -10.42
Gap between HOMO and LUMO, eV: 10.61
Lowest unoccupied orbital energy, eV: 0.19



Record 4
A structure of composition C3H2BrI2O2. Source: OMol25; level of theory: ωB97M-V/def2-TZVPD.

```
10
C3H2BrI2O2 (ωB97M-V/def2-TZVPD)
C 0.72 -0.33 -1.55
C -0.82 1.59 1.45
C 0.29 -1.37 -0.69
O 1.95 -0.14 -1.64
O -0.23 0.21 -2.19
Br 0.85 1.32 2.46
I -1.77 -1.67 -0.48
I 1.50 -2.71 0.14
H -1.59 2.07 1.98
H -0.90 1.02 0.53
```

Summary:
HOMO energy (spin up / spin down), eV: -4.23 / -4.55
Charge: -1
Gap between HOMO and LUMO (spin up / spin down), eV: 6.88 / 7.22
Lowest unoccupied orbital energy (spin up / spin down), eV: 2.65 / 2.67



Record 5
The molecule C3H2Cl2F2S. Source: OMol25; level of theory: ωB97M-V/def2-TZVPD.

```
10
C3H2Cl2F2S (ωB97M-V/def2-TZVPD)
C -0.65 0.83 0.57
C -0.45 -0.61 -0.08
C 1.00 -0.67 -0.42
H 0.17 1.73 0.52
H -1.09 0.60 1.80
F -1.96 1.29 -0.31
F 1.43 -1.82 -1.23
S -1.71 -1.52 -0.58
Cl 1.59 0.81 -1.34
Cl 1.67 -0.63 1.08
```

Summary:
HOMO energy, eV: -9.67
Gap between HOMO and LUMO, eV: 8.13
SMILES string: FCC(=S)C(F)(Cl)Cl
Lowest unoccupied orbital energy, eV: -1.54



Record 6
The molecule C3H2Cl2O. Source: OMol25; level of theory: ωB97M-V/def2-TZVPD.

```
8
C3H2Cl2O (ωB97M-V/def2-TZVPD)
C -0.30 0.01 0.15
C -1.62 0.00 -0.01
C 1.19 0.08 -0.04
O 0.58 0.02 1.20
Cl 2.09 -1.40 -0.47
Cl 2.17 1.51 -0.48
H -2.33 -0.26 0.75
H -1.79 0.03 -1.11
```

Summary:
HOMO energy, eV: -10.11
Gap between HOMO and LUMO, eV: 10.77
SMILES string: C=C1OC1(Cl)Cl
Lowest unoccupied orbital energy, eV: 0.66



Record 7
A cluster of 2 separate species, C3H2Cl2O2 in total. Source: OMol25; level of theory: ωB97M-V/def2-TZVPD.

```
9
C3H2Cl2O2 (ωB97M-V/def2-TZVPD)
C 2.14 -0.07 1.58
C -1.11 -0.64 -1.20
C -1.04 0.48 -0.50
O 2.18 0.12 2.71
O 2.12 -0.27 0.45
Cl -1.18 2.03 -1.24
Cl -0.85 0.53 1.21
H -1.25 -0.59 -2.27
H -1.02 -1.60 -0.74
```

Summary:
HOMO energy, eV: -9.88
Gap between HOMO and LUMO, eV: 10.46
SMILES string: C=C(Cl)Cl.O=C=O
Lowest unoccupied orbital energy, eV: 0.57



Record 8
The molecule C3H2Cl2OS2. Source: OMol25; level of theory: ωB97M-V/def2-TZVPD.

```
10
C3H2Cl2OS2 (ωB97M-V/def2-TZVPD)
C -0.53 1.67 0.05
C 0.17 0.32 -0.01
C 1.70 0.49 -0.06
O 0.35 2.62 0.34
S -2.22 1.78 -0.21
S 2.21 2.18 0.56
Cl 2.52 -0.72 0.97
Cl 2.29 0.27 -1.73
H -0.11 -0.25 0.88
H -0.16 -0.23 -0.89
```

Summary:
HOMO energy, eV: -9.01
Gap between HOMO and LUMO, eV: 7.03
SMILES string: S=C1CC(Cl)(Cl)SO1
Lowest unoccupied orbital energy, eV: -1.98



Record 9
A structure of composition C3H2ClF6MgNO8S2. Source: OMol25; level of theory: ωB97M-V/def2-TZVPD.

```
24
C3H2ClF6MgNO8S2 (ωB97M-V/def2-TZVPD)
Mg -0.45 -0.34 -0.42
O 2.77 -1.36 1.03
Cl 2.58 -0.14 0.30
O 3.82 0.29 -0.30
O 2.02 0.88 1.13
O 1.61 -0.39 -0.81
F -3.17 -2.77 -3.25
C -2.92 -3.38 -2.09
F -3.33 -4.67 -2.22
F -3.69 -2.82 -1.15
S -1.10 -3.34 -1.60
O -0.96 -1.83 -1.56
O -0.48 -3.90 -2.81
N -1.82 -2.78 2.64
S -1.65 -1.26 2.68
O -1.25 -0.74 3.97
O -0.96 -0.76 1.49
C -3.29 -0.43 2.45
F -3.21 0.90 2.51
F -4.15 -0.82 3.42
F -3.85 -0.76 1.28
C -1.25 1.57 -0.97
H -2.28 1.92 -0.84
H -0.67 2.39 -1.41
```

Summary:
HOMO energy (spin up / spin down), eV: -3.04 / -1.59
Charge: -2
Gap between HOMO and LUMO (spin up / spin down), eV: 8.34 / 6.18
Lowest unoccupied orbital energy (spin up / spin down), eV: 5.30 / 4.60



Record 10
The molecule C3H2ClFS2. Source: OMol25; level of theory: ωB97M-V/def2-TZVPD.

```
9
C3H2ClFS2 (ωB97M-V/def2-TZVPD)
C 1.60 -0.25 -0.75
C 0.31 0.07 -0.64
C -1.84 0.22 1.24
H -0.24 0.68 -1.26
H -2.16 -0.17 2.16
F 2.39 -0.87 0.18
S -0.33 -0.56 1.02
S -2.44 1.43 0.22
Cl 2.71 -0.55 -2.17
```

Summary:
HOMO energy, eV: -9.17
Gap between HOMO and LUMO, eV: 8.29
SMILES string: F/C(Cl)=C\SC=S
Lowest unoccupied orbital energy, eV: -0.87



Record 11
A cluster of 2 separate species, C3H2ClNO2 in total. Source: OMol25; level of theory: ωB97M-V/def2-TZVPD.

```
9
C3H2ClNO2 (ωB97M-V/def2-TZVPD)
C 0.14 -0.06 0.44
C -0.61 -0.80 -0.30
C -3.36 0.86 -0.05
N 0.81 0.76 1.04
O -2.88 1.46 0.78
O -3.83 0.38 -0.97
Cl -1.97 -1.68 0.41
H -0.52 -0.60 -1.30
H 1.58 0.38 1.51
```

Summary:
HOMO energy, eV: -9.35
Gap between HOMO and LUMO, eV: 9.83
SMILES string: N=C=CCl.O=C=O
Lowest unoccupied orbital energy, eV: 0.48



Record 12
A structure of composition C3H2ClNO2. Source: OMol25; level of theory: ωB97M-V/def2-TZVPD.

```
9
C3H2ClNO2 (ωB97M-V/def2-TZVPD)
C -1.07 0.90 0.83
C -0.85 -0.51 1.27
C 1.13 -0.07 -1.06
N -0.16 0.09 0.30
O -1.54 1.96 0.78
O -1.08 -1.45 1.99
Cl 0.78 -1.52 -2.02
H 2.11 -0.24 -0.59
H 0.69 0.84 -1.51
```

Summary:
HOMO energy (spin up / spin down), eV: -6.13 / -11.02
Gap between HOMO and LUMO (spin up / spin down), eV: 6.66 / 7.31
Multiplicity: 3
Lowest unoccupied orbital energy (spin up / spin down), eV: 0.53 / -3.71



In the order shown, the computed energy above the lowest of the compared OMol25 structures with the same formula, charge and spin values come out to 41.94; 65.73; 40.28; 72.46; 53.96; 51.45; 0.30; 32.13; 14.95; 28.05; 24.28; 56.12 kcal/mol.